Record 1
The following is a DFT calculation (ωB97M-V/def2-TZVPD) of a 2-piece molecular cluster, C5H10N2 overall.

Each line ends with the natural charge from an NBO analysis.
Element x y z (Å)
C (0.52860, 0.25186, 1.41484)  -0.4702
C (0.35649, 0.97888, 0.13162)  0.1708
C (0.71488, -0.47358, 0.05679)  0.0377
C (-2.57105, 1.02360, -0.46093)  -0.4965
C (0.01401, -1.75267, -0.26684)  -0.6140
N (1.68906, 1.30078, -0.33526)  -0.4994
N (1.92632, -0.09074, -0.63481)  -0.4531
H (1.37472, 0.47498, 2.05220)  0.2142
H (-0.36701, -0.05069, 1.93221)  0.2232
H (-2.33292, 1.25886, -1.47542)  0.1723
H (-2.70291, 1.81265, 0.24630)  0.1724
H (-2.73714, 0.01204, -0.17399)  0.1602
H (-1.04239, -1.65524, -0.02919)  0.2204
H (0.42330, -2.58898, 0.30054)  0.2117
H (0.11532, -1.96699, -1.32919)  0.2262
H (1.78987, 1.89303, -1.15347)  0.3725
H (2.82086, -0.42779, -0.27540)  0.3516

For the energy, the calculation gives -8320.173 eV. The value obtained for the HOMO-LUMO gap (spin up / spin down) is 7.97 / 8.26 eV. For the LUMO energy (spin up / spin down), the calculation gives -0.265 / 0.410 eV. The HOMO energy (spin up / spin down) is -0.3026 / -0.2885 Eh. The energy relative to the best compared isomer or geometry (same formula, charge and spin) comes out at 690.83 kJ/mol.

Record 2
The following is a DFT calculation (ωB97M-V/def2-TZVPD) of C2H30O21Y as an isolated structure in a non-equilibrium geometry.

Each line ends with the Löwdin charge.
Element x y z (Å)
Y (-0.53389, 2.48900, -0.18241)  1.5810
C (-1.02889, 4.45300, 1.60659)  -0.8387
O (-1.79289, 4.13200, 0.52659)  -0.2804
O (-0.86589, 5.68500, 1.80259)  -0.0597
O (-0.09289, 3.58600, 1.69659)  -0.1656
C (0.20911, -0.01500, 0.28959)  -0.7233
O (0.84111, 1.08000, 0.65959)  -0.1505
O (-0.86489, 0.26800, -0.30741)  -0.1315
O (0.95611, -0.96700, -0.15841)  -0.1267
O (-2.41789, 1.68500, 1.49659)  -0.0871
H (-3.09389, 2.29400, 1.82159)  0.0826
H (-2.77389, 0.77600, 1.52959)  -0.0070
O (1.30911, -3.49100, -0.83841)  -0.0610
H (1.09011, -2.60600, -0.49941)  -0.0179
H (0.69711, -4.05600, -0.37041)  0.0248
O (-1.54189, -3.56100, -1.06241)  -0.0335
H (-1.91889, -4.34100, -0.68741)  0.0537
H (-1.02289, -3.06800, -0.41941)  0.0042
O (-0.92889, -0.40100, 3.13259)  -0.0674
H (-1.61889, 0.22900, 2.82359)  0.0122
H (-0.86589, -1.10200, 2.45159)  -0.0175
O (2.83111, -0.19100, -1.76641)  -0.0681
H (2.12611, -0.37100, -1.08241)  0.0115
H (2.58811, -0.69900, -2.56341)  0.0569
O (2.68611, -0.77400, 2.38359)  -0.0564
H (2.24211, -0.40000, 1.61459)  -0.0180
H (2.41011, -1.71500, 2.33459)  0.0347
O (0.38911, 1.65600, -2.29541)  -0.0548
H (0.33111, 0.71600, -2.38441)  0.0027
H (0.63511, 2.12200, -3.10141)  0.0912
O (-0.08889, -1.12600, -2.73541)  -0.0270
H (0.06511, -1.03900, -1.78641)  -0.0021
H (0.57211, -1.64200, -3.18741)  0.0549
O (3.36511, 1.44200, 0.99859)  -0.0634
H (2.43311, 1.48000, 0.82259)  -0.0505
H (3.70311, 2.32700, 0.75759)  0.0356
O (-0.37989, -2.57600, 1.44159)  -0.0436
H (0.29711, -3.15800, 1.84659)  0.0992
H (0.09111, -1.89600, 0.95859)  -0.0209
O (3.85611, -2.36700, -0.63541)  -0.0841
H (3.17811, -3.04000, -0.50641)  -0.0126
H (3.43311, -1.59800, -1.05141)  -0.0395
O (-3.31089, -0.78800, 1.46059)  -0.0679
H (-4.13389, -1.21300, 1.85959)  0.1112
H (-3.27589, -1.15100, 0.57059)  -0.0057
O (-2.85989, -1.20000, -1.12441)  -0.0944
H (-2.06989, -0.66300, -0.91541)  -0.0125
H (-2.60489, -2.15300, -1.18141)  0.0203
O (1.85611, 3.38200, -0.40641)  -0.0741
H (2.53111, 3.24600, -1.13341)  0.1122
H (1.94111, 4.30400, -0.17741)  0.0745
O (-2.51589, 2.16100, -1.26441)  -0.0710
H (-2.73189, 1.96700, -2.19141)  0.1021
H (-3.32989, 1.88800, -0.87041)  0.0689

The total charge is -1. For the energy, the calculation gives -46609.016 eV. The value obtained for the HOMO-LUMO gap is 6.52 eV. For the LUMO energy, the calculation gives 1.709 eV. The HOMO energy is -0.1768 Eh. The energy relative to the best compared isomer or geometry (same formula, charge and spin) comes out at 112.53 kJ/mol.

Record 3
The following is a DFT calculation (ωB97M-V/def2-TZVPD) of C6H9BrO4S as an isolated structure in a non-equilibrium geometry.

Each line ends with the natural charge from an NBO analysis.
Element x y z (Å)
C (-1.89050, 0.08157, -0.17076)  0.3198
C (-3.10317, -0.42530, -0.06550)  0.1484
C (0.13820, 0.44661, -1.38618)  -0.5918
C (-0.03179, -1.53886, 0.24064)  -0.5799
C (-0.07610, 0.91916, 1.03611)  -0.6139
C (-0.47165, -0.04859, -0.04653)  -0.1744
O (-3.65519, 2.09904, 1.29251)  -0.9270
O (-4.64097, 2.57433, -0.84170)  -0.8939
O (-2.37549, 1.63463, -0.70811)  -0.7777
O (-4.26033, 0.28558, -0.27742)  -0.6514
S (-3.76043, 1.83398, -0.09445)  2.5903
Br (-3.29912, -2.26339, 0.34473)  0.1190
H (1.18354, 0.10402, -1.56139)  0.2219
H (-0.47680, 0.07766, -2.16487)  0.2165
H (0.01399, 1.56010, -1.40999)  0.2317
H (-0.28266, -1.89717, 1.23458)  0.2289
H (1.01884, -1.31277, 0.17696)  0.2158
H (-0.29851, -2.23838, -0.56411)  0.2267
H (-0.80969, 0.92327, 1.90244)  0.2340
H (-0.35673, 1.92233, 0.71942)  0.2326
H (0.96541, 0.87001, 1.31120)  0.2244

For the energy, the calculation gives -95432.785 eV. The value obtained for the HOMO-LUMO gap is 10.15 eV. For the LUMO energy, the calculation gives 0.104 eV. The HOMO energy is -0.3692 Eh. The energy relative to the best compared isomer or geometry (same formula, charge and spin) comes out at 12.42 kJ/mol.

Record 4
The following is a DFT calculation (ωB97M-V/def2-TZVPD) of the molecule C7H8.

Each line ends with the natural charge from an NBO analysis.
Element x y z (Å)
C (-0.14170, -1.51299, -0.20203)  -0.5936
C (-0.31172, -0.10681, 0.38378)  -0.2872
C (0.30814, 0.96312, -0.54799)  -0.4698
C (1.77005, 0.89047, -0.47371)  0.0094
C (2.95708, 0.76416, -0.31374)  -0.2602
C (-1.71995, 0.18544, 0.68207)  0.0098
C (-2.86810, 0.41445, 0.96402)  -0.2547
H (-0.77268, -1.63532, -1.08896)  0.2101
H (0.90338, -1.67335, -0.48647)  0.2218
H (-0.42413, -2.27600, 0.52841)  0.2192
H (0.23961, -0.05478, 1.33173)  0.2360
H (-0.03357, 0.80673, -1.57872)  0.2346
H (-0.03037, 1.96145, -0.25228)  0.2449
H (4.00863, 0.65639, -0.16674)  0.2400
H (-3.88464, 0.61704, 1.22065)  0.2395

For the energy, the calculation gives -7385.052 eV. The value obtained for the HOMO-LUMO gap is 10.98 eV. For the LUMO energy, the calculation gives 1.037 eV. As for the SMILES: C#CC[C@H](C)C#C. The HOMO energy is -0.3654 Eh. The energy relative to the best compared isomer or geometry (same formula, charge and spin) comes out at 356.57 kJ/mol.

Record 5
The following is a DFT calculation (ωB97M-V/def2-TZVPD) of the molecule C12H18ClNO2 in a non-equilibrium geometry.

Each line ends with the natural charge from an NBO analysis.
Element x y z (Å)
C (2.13644, 2.48279, -0.67936)  -0.6154
C (1.94977, 1.02371, -0.53109)  -0.0525
C (0.74540, 0.56930, -0.95232)  -0.2962
C (0.37026, -0.89893, -0.73421)  0.3643
C (1.30114, -1.83678, -0.23225)  -0.2880
C (2.43438, -1.22455, 0.37840)  -0.0689
C (2.64083, 0.08782, 0.26100)  0.0581
Cl (4.22349, 0.91804, 0.47534)  -0.0899
C (3.46304, -1.97028, 0.90109)  -0.6109
H (3.78694, -1.65060, 1.97703)  0.2160
H (3.10054, -2.81739, 1.11240)  0.2059
H (4.33554, -1.90038, 0.31696)  0.2335
H (1.07252, -2.88433, -0.03443)  0.2257
O (-0.80372, -1.42884, -1.03451)  -0.5189
C (-1.90460, -0.81194, -1.77827)  -0.0291
C (-2.76742, -0.04023, -0.48935)  -0.2248
N (-3.36624, -1.09756, 0.30387)  -0.6059
H (-2.76824, -1.66431, 0.68912)  0.3600
C (-3.98145, -0.18865, 1.29411)  -0.2657
C (-5.37684, 0.47766, 1.00289)  -0.0757
O (-5.05047, 1.70764, 0.30797)  -0.7433
H (-5.92271, 2.25616, 0.26398)  0.4641
H (-5.83009, -0.05508, 0.15593)  0.1836
H (-6.10623, 0.57651, 1.90449)  0.1808
H (-4.38522, -0.90462, 1.82062)  0.1983
H (-3.36904, 0.46059, 1.87476)  0.1853
H (-2.01406, 0.47066, -0.04625)  0.1651
H (-3.39528, 0.77924, -1.15583)  0.2226
H (-1.61589, -0.17420, -2.33867)  0.1436
H (-2.50377, -1.60346, -2.01393)  0.1962
H (-0.12202, 1.23231, -1.45768)  0.2120
H (1.21607, 2.94567, -1.38031)  0.2038
H (2.31513, 3.02676, 0.20142)  0.2339
H (2.94998, 2.46566, -1.40935)  0.2324

For the energy, the calculation gives -30835.633 eV. The value obtained for the HOMO-LUMO gap is 8.56 eV. For the LUMO energy, the calculation gives 0.731 eV. As for the SMILES: Cc1cc(OCCNCCO)cc(C)c1Cl. The HOMO energy is -0.2877 Eh. The energy relative to the best compared isomer or geometry (same formula, charge and spin) comes out at 793.44 kJ/mol.

Please write out number 4 again, unchanged.
The following is a DFT calculation (ωB97M-V/def2-TZVPD) of the molecule C7H8.

Each line ends with the natural charge from an NBO analysis.
Element x y z (Å)
C (-0.14170, -1.51299, -0.20203)  -0.5936
C (-0.31172, -0.10681, 0.38378)  -0.2872
C (0.30814, 0.96312, -0.54799)  -0.4698
C (1.77005, 0.89047, -0.47371)  0.0094
C (2.95708, 0.76416, -0.31374)  -0.2602
C (-1.71995, 0.18544, 0.68207)  0.0098
C (-2.86810, 0.41445, 0.96402)  -0.2547
H (-0.77268, -1.63532, -1.08896)  0.2101
H (0.90338, -1.67335, -0.48647)  0.2218
H (-0.42413, -2.27600, 0.52841)  0.2192
H (0.23961, -0.05478, 1.33173)  0.2360
H (-0.03357, 0.80673, -1.57872)  0.2346
H (-0.03037, 1.96145, -0.25228)  0.2449
H (4.00863, 0.65639, -0.16674)  0.2400
H (-3.88464, 0.61704, 1.22065)  0.2395

For the energy, the calculation gives -7385.052 eV. The value obtained for the HOMO-LUMO gap is 10.98 eV. For the LUMO energy, the calculation gives 1.037 eV. As for the SMILES: C#CC[C@H](C)C#C. The HOMO energy is -0.3654 Eh. The energy relative to the best compared isomer or geometry (same formula, charge and spin) comes out at 356.57 kJ/mol.

Repeat the third record exactly.
The following is a DFT calculation (ωB97M-V/def2-TZVPD) of C6H9BrO4S as an isolated structure in a non-equilibrium geometry.

Each line ends with the natural charge from an NBO analysis.
Element x y z (Å)
C (-1.89050, 0.08157, -0.17076)  0.3198
C (-3.10317, -0.42530, -0.06550)  0.1484
C (0.13820, 0.44661, -1.38618)  -0.5918
C (-0.03179, -1.53886, 0.24064)  -0.5799
C (-0.07610, 0.91916, 1.03611)  -0.6139
C (-0.47165, -0.04859, -0.04653)  -0.1744
O (-3.65519, 2.09904, 1.29251)  -0.9270
O (-4.64097, 2.57433, -0.84170)  -0.8939
O (-2.37549, 1.63463, -0.70811)  -0.7777
O (-4.26033, 0.28558, -0.27742)  -0.6514
S (-3.76043, 1.83398, -0.09445)  2.5903
Br (-3.29912, -2.26339, 0.34473)  0.1190
H (1.18354, 0.10402, -1.56139)  0.2219
H (-0.47680, 0.07766, -2.16487)  0.2165
H (0.01399, 1.56010, -1.40999)  0.2317
H (-0.28266, -1.89717, 1.23458)  0.2289
H (1.01884, -1.31277, 0.17696)  0.2158
H (-0.29851, -2.23838, -0.56411)  0.2267
H (-0.80969, 0.92327, 1.90244)  0.2340
H (-0.35673, 1.92233, 0.71942)  0.2326
H (0.96541, 0.87001, 1.31120)  0.2244

For the energy, the calculation gives -95432.785 eV. The value obtained for the HOMO-LUMO gap is 10.15 eV. For the LUMO energy, the calculation gives 0.104 eV. The HOMO energy is -0.3692 Eh. The energy relative to the best compared isomer or geometry (same formula, charge and spin) comes out at 12.42 kJ/mol.

> energy of number 5 (C12H18ClNO2)?

-30835.633 eV